# 1
80
Properties=species:S:1:pos:R:3:forces:R:3 method="wB97M-V/def2-TZVPD" de_lowest_kcal_mol=23.6 total_charge=-2 fmax_ev_per_a=0.5 e_tot_ha=-8264.381237
Cu -1.624 -0.641 -0.769 -0.105 -0.096 0.184
Te 1.401 -1.920 1.761 0.090 -0.211 0.090
C 2.588 -1.423 3.428 0.002 0.099 -0.053
C 2.819 -2.347 4.443 0.106 0.057 0.048
C 3.602 -1.978 5.526 -0.074 -0.117 -0.029
N 4.155 -0.776 5.679 0.057 -0.003 0.066
C 3.916 0.102 4.704 -0.005 0.121 -0.093
C 3.157 -0.162 3.577 -0.060 -0.049 0.115
C 0.910 0.034 1.162 -0.266 -0.079 -0.292
P -0.910 0.167 1.395 0.112 0.192 -0.367
C -1.266 -0.362 3.113 0.041 0.020 0.045
C -0.485 0.062 4.188 -0.022 -0.031 -0.034
C -0.769 -0.362 5.475 0.029 -0.002 0.013
C -1.851 -1.206 5.704 -0.005 -0.010 0.021
C -2.635 -1.627 4.641 -0.022 -0.034 0.022
C -2.339 -1.211 3.349 -0.038 -0.022 -0.079
C -1.232 1.969 1.617 0.209 -0.063 0.091
C -0.270 2.818 2.158 -0.013 0.023 0.080
C -0.545 4.160 2.362 -0.036 0.027 0.001
C -1.793 4.669 2.023 0.012 0.024 -0.016
C -2.750 3.832 1.468 -0.027 0.055 -0.028
C -2.469 2.489 1.256 -0.052 0.013 -0.060
P 0.891 -0.037 -0.684 -0.396 -0.106 0.294
C 0.927 1.722 -1.227 0.019 -0.017 0.044
C 0.224 2.043 -2.384 -0.057 0.018 -0.111
C 0.195 3.349 -2.853 0.007 0.020 0.028
C 0.861 4.349 -2.160 -0.025 0.029 -0.031
C 1.545 4.041 -0.990 0.015 0.036 0.011
C 1.572 2.736 -0.527 -0.001 -0.049 0.008
C 2.599 -0.550 -1.131 0.052 0.091 -0.006
C 2.771 -1.586 -2.038 -0.023 -0.051 -0.065
C 4.042 -2.029 -2.383 0.037 -0.010 0.004
C 5.158 -1.438 -1.811 0.026 -0.042 -0.040
C 4.998 -0.402 -0.899 0.001 0.057 0.036
C 3.728 0.041 -0.566 0.017 -0.065 -0.010
H 2.381 -3.337 4.414 -0.004 -0.012 -0.035
H 3.780 -2.697 6.323 0.025 0.040 0.018
H 4.359 1.087 4.828 0.012 -0.025 0.039
H 2.965 0.603 2.833 0.004 -0.013 -0.048
H 0.367 0.704 4.001 0.000 0.017 0.025
H -0.140 -0.043 6.298 -0.008 -0.002 0.009
H -2.073 -1.541 6.711 -0.004 0.004 0.001
H -3.473 -2.292 4.811 0.003 -0.001 0.015
H -2.927 -1.565 2.508 0.000 0.011 -0.011
H 0.703 2.406 2.401 0.017 0.003 -0.007
H 0.214 4.813 2.779 0.001 0.002 0.003
H -2.012 5.721 2.170 0.004 -0.005 0.013
H -3.715 4.228 1.176 0.002 0.003 -0.006
H -3.198 1.852 0.769 0.003 -0.051 0.004
H -0.345 1.273 -2.896 0.043 -0.025 0.024
H -0.377 3.584 -3.742 0.005 0.014 -0.008
H 0.822 5.374 -2.512 0.005 0.000 -0.003
H 2.036 4.826 -0.426 0.002 0.003 -0.001
H 2.056 2.492 0.410 0.050 0.001 0.027
H 1.898 -2.063 -2.467 -0.038 0.031 0.017
H 4.152 -2.843 -3.089 0.019 0.004 -0.002
H 6.152 -1.786 -2.069 -0.004 -0.004 -0.004
H 5.865 0.058 -0.439 0.010 -0.010 -0.010
H 3.602 0.833 0.160 0.003 0.034 0.030
S -8.360 -1.640 -3.004 0.247 0.066 0.123
C -6.759 -1.418 -2.519 -0.398 -0.124 -0.255
S -5.881 0.025 -2.736 -0.086 0.168 -0.043
C -4.350 -0.465 -2.062 0.423 0.064 -0.005
C -4.313 -1.748 -1.609 0.412 -0.058 0.060
S -2.959 -2.617 -0.891 -0.087 0.428 -0.060
S -5.805 -2.629 -1.794 -0.070 -0.154 0.059
S -3.049 0.722 -2.068 -0.221 -0.279 0.121
C -1.447 -0.902 -5.895 -0.018 0.033 0.094
As -0.985 -1.827 -4.217 0.136 0.000 -0.018
C -2.149 -3.382 -4.503 0.019 0.137 0.081
C 0.660 -2.679 -4.927 -0.070 -0.038 0.006
H -1.354 -1.567 -6.756 -0.019 -0.002 -0.014
H -0.787 -0.043 -6.020 0.002 0.004 -0.037
H -2.471 -0.536 -5.813 -0.002 0.011 -0.017
H -1.966 -3.834 -5.480 -0.019 -0.028 -0.005
H -3.185 -3.052 -4.425 -0.016 -0.018 -0.004
H -1.970 -4.093 -3.699 -0.014 -0.046 -0.025
H 0.511 -3.043 -5.946 0.000 -0.016 -0.008
H 0.925 -3.520 -4.284 0.021 0.002 -0.002
H 1.482 -1.962 -4.912 0.005 0.007 -0.027

# 2
44
Properties=species:S:1:pos:R:3:forces:R:3 method="wB97M-V/def2-TZVPD" de_lowest_kcal_mol=18.9 smiles="COP(=O)(OC)OC.COP(=O)(OC)OC.ClC(Cl)Cl.ClC(Cl)Cl" total_charge=0 fmax_ev_per_a=1.6 e_tot_ha=-4362.738317
C 0.043 -3.145 1.861 -0.181 0.471 -0.168
O -0.558 -1.912 2.312 -1.045 -1.119 0.603
P -1.725 -1.965 3.393 -0.268 0.373 -0.398
O -1.452 -2.735 4.609 -0.453 0.014 -0.587
O -1.911 -0.386 3.597 0.162 -0.277 -0.069
C -2.644 0.033 4.733 -0.664 0.393 0.998
O -3.055 -2.377 2.580 1.078 -0.108 0.964
C -3.394 -1.721 1.364 -1.130 0.232 -0.382
H -0.477 -3.428 0.946 -0.125 -0.503 0.309
H 0.033 -3.853 2.687 -0.077 -0.314 -0.327
H 1.069 -2.938 1.559 0.053 0.213 0.251
H -3.435 -0.677 4.978 0.058 -0.049 0.066
H -3.119 1.005 4.591 0.106 -0.098 -0.702
H -2.019 0.191 5.614 0.281 -0.463 -0.151
H -2.609 -1.134 0.891 0.394 -0.439 0.061
H -4.225 -1.022 1.514 0.103 -0.027 0.400
H -3.811 -2.502 0.729 0.411 0.094 -0.310
C 1.144 2.862 -2.103 -0.821 0.106 0.115
O 1.349 2.498 -0.740 0.120 -0.536 0.777
P 1.221 1.019 -0.160 -0.190 -0.153 0.367
O 0.118 0.216 -0.731 0.603 0.428 0.229
O 1.226 1.235 1.424 0.056 0.752 -1.126
C 0.591 0.226 2.222 0.326 -0.230 -0.532
O 2.677 0.392 -0.333 -0.011 0.028 0.500
C 3.260 0.199 -1.595 0.232 -0.381 -1.038
H 2.109 3.115 -2.539 -0.164 0.109 -0.111
H 0.445 3.703 -2.068 0.438 0.172 -0.225
H 0.619 2.098 -2.680 0.350 -0.251 0.155
H 0.913 0.304 3.258 0.181 0.365 -0.044
H 0.894 -0.755 1.852 0.142 0.718 0.038
H -0.493 0.319 2.180 0.460 0.209 -0.246
H 2.698 -0.524 -2.195 -0.117 0.128 0.093
H 4.272 -0.198 -1.501 -0.117 -0.004 0.449
H 3.371 1.121 -2.169 -0.279 0.100 0.208
Cl -3.864 0.350 -1.393 0.013 0.082 0.367
C -3.685 1.333 -2.843 -0.217 -0.506 0.005
Cl -4.831 0.705 -4.050 0.223 0.351 -0.086
Cl -2.024 1.264 -3.398 0.011 0.086 -0.212
H -3.934 2.359 -2.603 -0.063 -0.023 -0.082
Cl 3.464 0.306 -5.063 -0.777 -0.114 -0.115
C 5.019 1.041 -5.225 0.810 -0.056 -0.193
Cl 6.092 -0.063 -6.154 -0.204 0.581 0.345
Cl 5.668 1.433 -3.641 0.483 -0.071 0.256
H 4.969 2.007 -5.712 -0.190 -0.282 -0.452

# 3
13
Properties=species:S:1:pos:R:3:forces:R:3 method="wB97M-V/def2-TZVPD" de_lowest_kcal_mol=63.2 smiles="CC(=O)/C=C/C=O" total_charge=0 fmax_ev_per_a=4.6 e_tot_ha=-344.501220
C -2.252 -0.242 0.015 2.236 0.167 -0.465
C -1.058 0.560 -0.707 -1.742 -2.123 3.302
O -1.154 1.272 -1.648 0.472 0.361 -0.762
C 0.106 0.239 0.206 -1.076 1.359 0.203
C 1.315 -0.104 -0.063 2.158 -0.194 -4.057
C 2.730 -0.001 0.463 -2.494 -2.368 -1.751
O 3.553 -0.257 -0.373 1.224 0.700 0.660
H -2.014 -1.215 -0.426 -1.136 -0.194 -0.416
H -3.227 0.194 -0.082 -0.505 -0.251 -0.405
H -1.988 -0.472 1.067 -0.383 0.713 -0.468
H -0.202 0.327 1.194 -0.414 0.817 1.925
H 1.352 -0.342 -1.158 0.773 0.314 0.757
H 2.839 0.042 1.513 0.888 0.699 1.478